Record 1
ORCA calculation (ωB97M-V/def2-TZVPD) on a structure of composition CH3NO3S2 at a distorted geometry.

Structure (XYZ):
```
10
Properties=species:S:1:pos:R:3:forces:R:3:nbo_charge:R:1
S 0.47263 -0.43985 -0.60724 -0.853 -2.612 1.362 2.2300
S -0.07512 2.16969 0.30529 0.513 0.609 1.515 1.2799
O 1.52485 -1.45242 -0.51374 -1.032 2.111 -0.142 -0.9015
O 0.23804 0.43187 -1.72659 0.062 -0.916 -0.212 -0.9244
O -0.07203 3.23395 1.33429 -0.005 -1.130 -0.771 -0.8498
N -0.97986 -1.38058 -0.27715 1.324 -0.011 -0.306 -1.0894
C 0.52397 0.73029 0.77712 0.430 -1.675 0.443 -0.8717
H 0.91144 0.23718 1.74489 -0.767 1.452 -1.479 0.2904
H -1.68400 -1.08655 -0.96902 0.338 -0.683 0.560 0.4050
H -0.85992 -2.44360 -0.06786 -0.009 2.854 -0.970 0.4315
```
Forces are in eV/Å.

- calculated total energy (eV) = -30385.960
- ΔE to the lowest compared entry with this formula, charge and spin (kcal/mol) = 8.33
- lowest unoccupied orbital energy (eV) = -1.133

Record 2
ORCA calculation (ωB97M-V/def2-TZVPD) on a cluster of 2 separate species, C10H13FNO4 in total at a distorted geometry.

Structure (XYZ):
```
29
Properties=species:S:1:pos:R:3:forces:R:3:nbo_charge:R:1
F -1.70468 2.76737 -5.88389 0.046 -0.056 -0.055 -0.3147
O -1.71143 -0.94114 4.41666 0.142 0.065 0.203 -0.4516
O -1.11360 0.78116 -3.14220 0.164 0.084 -0.284 -0.4982
O 1.11295 0.48055 -3.34071 -0.169 0.051 0.074 -0.5666
O -0.03003 1.59597 -4.93120 -0.277 -0.499 0.245 -0.4772
N -0.45294 -0.95423 3.88444 -0.092 -0.185 -1.028 0.0489
C 0.62604 0.25799 -0.07917 0.067 -0.455 0.603 -0.5996
C 0.09096 0.91253 -3.76279 0.438 0.018 -0.001 0.9698
C 0.96366 -1.05593 2.01465 1.538 -0.389 -0.957 0.0120
C -0.29855 -1.03250 2.55740 0.239 0.009 -0.653 0.0120
C 0.58980 -0.90673 4.70598 -0.151 0.048 1.532 0.0297
C 1.15736 -1.10100 0.50346 -0.636 0.830 -0.134 -0.4321
C -1.41211 1.61114 -5.24912 0.027 0.530 -0.162 0.4434
C -2.06204 1.54921 -3.89157 -0.486 -0.115 0.249 -0.1311
C 2.09256 -1.00445 2.84563 -0.963 0.046 0.670 -0.1083
C 1.87420 -0.94067 4.22668 0.877 0.008 -1.020 -0.1865
H -0.25549 0.60793 0.48399 0.218 -0.151 -0.229 0.1844
H 0.34113 0.17780 -1.12892 0.404 0.104 0.179 0.2601
H 3.09375 -1.00699 2.41919 -0.242 -0.055 0.143 0.2558
H 1.42307 0.99353 0.09711 -0.362 0.004 -0.409 0.2205
H -3.03402 1.06169 -3.91177 0.123 -0.175 0.112 0.2126
H -2.30298 -1.18653 3.68549 -0.065 0.017 0.209 0.4962
H 2.73740 -0.92428 4.88798 -0.446 0.068 0.139 0.2648
H -1.14553 -1.05739 1.86867 -0.111 -0.001 0.650 0.2479
H 2.22020 -1.17827 0.24143 -0.285 -0.155 0.279 0.2362
H -1.64529 0.76782 -5.90200 -0.001 0.094 -0.090 0.1616
H 0.36174 -0.84263 5.76850 -0.079 -0.056 -0.298 0.2658
H 0.65385 -1.96812 0.05520 -0.026 0.239 0.218 0.2365
H -2.16999 2.53618 -3.43916 0.104 0.073 -0.184 0.2076
```
Forces are in eV/Å.

- calculated total energy (eV) = -22970.283
- lowest unoccupied orbital energy (eV) = -4.374
- total charge = +1

Record 3
ORCA calculation (ωB97M-V/def2-TZVPD) on a cluster of 2 separate species, C13H22BrI2NO4P2Si in total at a distorted geometry.

Structure (XYZ):
```
46
Properties=species:S:1:pos:R:3:forces:R:3:nbo_charge:R:1
I 2.73672 -0.51446 -2.77927 -0.178 0.088 0.080 0.0703
I 1.37180 -1.24689 1.71812 0.120 0.097 -0.024 -0.1752
Br 0.71226 2.66284 -2.76823 0.183 0.502 -0.718 -0.4664
P 0.23737 1.56697 -0.64203 0.625 -0.952 0.155 0.6143
P -0.22689 0.61650 1.37072 -0.047 0.218 1.078 0.5699
Si -1.35603 3.17877 -0.38410 -0.793 0.772 -0.521 1.4658
O 0.65383 -2.15673 -1.58678 0.352 1.628 -0.532 -0.5247
O -1.56508 -4.40917 2.52783 -0.051 0.050 0.030 -0.5054
O 1.03607 -7.80172 -0.59578 0.019 -0.055 -0.023 -0.4876
O -1.64543 -0.19672 1.10170 0.468 0.072 -0.390 -1.0117
N 2.82724 2.85025 -0.57727 0.424 0.191 0.713 -0.6137
C 2.01247 1.84722 0.03295 -0.146 0.376 -0.524 -0.4794
C -0.96691 -5.18652 1.81400 0.039 -0.017 -0.044 0.4916
C -0.22673 0.04804 -1.63082 0.590 0.284 -0.362 -0.8603
C 0.44257 -7.02376 0.11801 -0.001 0.054 0.011 0.4756
C -0.54857 -7.50121 1.11782 -0.022 0.016 0.023 -0.2264
C 0.84698 -0.99637 -1.86241 -0.586 -1.946 0.709 0.4826
C -2.62630 2.87362 -1.73394 0.543 -0.234 0.771 -1.1140
C -0.63889 4.90126 -0.54666 -0.021 -0.635 0.370 -1.1096
C 0.67494 -5.56016 0.02988 0.009 0.000 0.008 -0.2193
C 0.02264 -4.71003 0.81755 -0.030 0.013 -0.022 -0.2442
C -1.20119 -6.65012 1.90385 -0.007 -0.030 0.015 -0.2372
C 3.27611 3.91854 0.33668 -0.285 -0.471 -0.683 -0.4091
C -2.22293 3.12530 1.27642 0.250 0.026 -0.424 -1.1381
H -1.43407 5.58333 -0.27877 -0.374 0.242 0.076 0.2400
H 1.85154 2.06292 1.08180 -0.203 0.091 0.426 0.2153
H -0.30610 5.11719 -1.54497 0.266 0.071 -0.329 0.2656
H 4.25452 4.23760 0.01742 0.319 0.243 -0.143 0.2065
H 2.60859 4.76323 0.26039 -0.240 0.320 0.212 0.1936
H -2.18701 2.84367 -2.71287 0.155 -0.007 -0.427 0.2630
H -1.53144 3.36977 2.06615 0.216 -0.105 0.458 0.2473
H -0.70386 -8.57147 1.16508 0.026 -0.010 -0.029 0.2314
H -1.06909 -0.47060 -1.20468 -0.176 -0.188 0.569 0.2749
H -2.95959 3.91825 1.26005 -0.276 0.331 -0.133 0.2477
H 3.65184 2.40187 -0.93692 -0.004 -0.101 -0.431 0.3698
H 1.39867 -5.23059 -0.70510 -0.014 -0.006 -0.016 0.2379
H -0.53417 0.40449 -2.60044 0.005 0.218 -0.418 0.2955
H -3.12879 1.94164 -1.51526 -0.325 -0.309 -0.097 0.2367
H 0.15168 5.05602 0.17623 0.371 0.121 0.059 0.2358
H 0.17691 -3.63885 0.77491 -0.047 -0.101 -0.074 0.2412
H 3.36817 3.57466 1.36062 -0.087 0.007 0.387 0.1729
H -1.92690 -6.97614 2.63816 -0.007 0.031 0.010 0.2305
H -1.73741 -0.81162 1.83584 -0.435 -0.243 0.155 0.5070
H 2.52379 0.89961 -0.00561 -0.231 -0.577 -0.101 0.2427
H -2.75322 2.20957 1.48352 -0.015 -0.384 0.163 0.2536
H -3.34013 3.68002 -1.67380 -0.380 0.306 -0.015 0.2432
```
Forces are in eV/Å.

- calculated total energy (eV) = -136217.119
- ΔE to the lowest compared entry with this formula, charge and spin (kcal/mol) = 7.38
- lowest unoccupied orbital energy (eV) = -1.292
- SMILES string = CNCP(Br)(CC(=O)I)(P(O)I)[Si](C)(C)C.O=C1C=CC(=O)C=C1

Record 4
ORCA calculation (ωB97M-V/def2-TZVPD) on a structure of composition C37H40O2P2Sr at a distorted geometry.

Structure (XYZ):
```
82
Properties=species:S:1:pos:R:3:forces:R:3:lowdin_charge:R:1
Sr 1.87485 -1.53640 4.76231 -0.862 0.454 1.387 1.3476
P 0.06342 -2.24269 -3.62066 0.187 -0.401 0.608 0.9968
P 1.98932 0.33476 -3.86722 0.783 0.366 -0.432 0.9966
O 0.76457 0.04950 6.81554 0.313 -1.936 0.702 -0.2046
O 0.62128 -1.46877 8.46349 -0.040 -0.535 2.403 -0.1775
C 1.07035 2.76945 -2.66442 0.448 0.212 0.221 -0.0949
C 2.43523 4.02388 -1.10348 0.022 -0.004 -0.008 -0.0898
C 3.52722 2.94695 -6.76648 0.032 -0.291 -0.035 -0.0852
C 0.25391 0.41114 -4.38859 -0.847 -1.184 -0.299 -0.3551
C -0.72593 -5.63381 -5.77228 -0.112 0.064 -0.011 -0.0876
C -0.97752 2.54178 5.44619 0.743 -0.289 -0.435 -0.1115
C -0.58125 -1.50488 -1.00596 -0.369 -0.286 -0.112 -0.1053
C -1.75112 1.38180 3.29659 -0.314 0.241 0.134 -0.1941
C -0.75990 -3.42239 -4.76919 0.062 0.043 -0.221 -0.4006
C -1.31540 -1.51580 0.18267 -0.050 -0.268 -0.255 -0.0904
C -0.13206 -4.66741 -4.96505 -0.414 0.218 0.099 -0.1098
C -1.92855 -5.35754 -6.42648 0.170 0.020 0.094 -0.0896
C -1.99849 -3.27089 -1.90868 -0.003 0.330 0.265 -0.0874
C -1.92295 -3.12884 -5.48699 0.022 -0.587 0.014 -0.0959
C 3.40088 3.00720 -1.11224 -0.214 0.045 -0.091 -0.0869
C 3.21001 1.88110 -1.91401 -0.409 0.303 -0.202 -0.1173
C -2.66852 1.49381 7.06030 0.482 0.702 -0.138 -0.1741
C -2.79102 -0.09870 5.10317 0.056 -0.363 0.074 -0.1106
C -2.27601 2.70100 6.15260 -0.548 0.547 1.020 -0.2020
C -2.40611 -2.39116 0.31532 0.062 -0.048 -0.118 -0.0941
C 0.37185 -0.56791 9.61144 0.147 -0.407 -0.642 -0.0458
C -0.94238 -2.36366 -2.06710 -0.018 -0.158 0.055 -0.3683
C -2.51297 -4.10182 -6.29760 0.080 0.177 0.070 -0.0830
C -0.76532 1.98396 4.25237 0.938 0.253 -0.079 -0.1252
C 2.70191 1.09107 -5.43336 -0.179 0.013 0.102 -0.3605
C -2.74556 -3.26921 -0.72392 0.279 0.169 0.110 -0.0846
C 2.63422 0.30942 -6.59985 -0.003 0.318 0.108 -0.1156
C -3.03642 0.88903 3.98546 -0.517 -0.343 -0.719 -0.2053
C 1.27052 3.90633 -1.86875 0.000 -0.319 -0.021 -0.0819
C 3.18768 2.39961 -5.52540 -0.096 0.039 -0.200 -0.0889
C 2.98023 0.84488 -7.83758 0.090 0.134 0.120 -0.0908
C 3.41787 2.16966 -7.92063 -0.058 0.007 0.110 -0.0970
C 0.91806 -1.14241 7.23725 -0.012 1.939 -2.743 -0.5482
C 3.35375 0.34997 5.14188 1.070 -0.247 -0.685 -0.4163
C -2.55291 0.16363 6.38907 -1.489 -0.295 -0.016 -0.1227
C 2.06218 1.78081 -2.72793 0.071 -0.017 0.172 -0.4142
C -0.57753 -0.64672 -4.18359 0.427 1.336 -0.410 -0.3377
H 0.15261 2.65559 -3.24216 0.288 0.157 0.144 0.0907
H -3.68090 1.74135 4.26647 0.406 -0.586 -0.053 0.1021
H -1.03359 -0.84452 1.00239 -0.200 -0.259 -0.351 0.0800
H -2.38007 -2.15214 -5.40677 -0.089 -0.082 0.014 0.0854
H -2.24559 -3.96205 -2.71902 0.021 0.255 0.286 0.0994
H 3.27670 3.02214 -4.63810 -0.084 -0.138 -0.092 0.0968
H 2.58656 4.91304 -0.48380 -0.041 -0.341 -0.225 0.1040
H -0.04597 1.28941 -4.97278 -0.315 -0.142 0.505 0.0817
H 0.26573 -0.82256 -1.12672 -0.261 -0.182 0.034 0.0950
H -3.69546 1.68379 7.44809 0.516 -0.344 -0.237 0.1224
H 0.27680 1.93942 3.88623 -0.444 0.146 0.345 0.0989
H -3.58919 -3.95846 -0.61799 0.321 0.281 0.030 0.1044
H 2.54162 1.08600 5.07529 0.350 0.226 0.097 -0.0845
H -2.84904 -1.15928 4.79591 0.214 0.543 0.202 0.1016
H 3.86892 3.98362 -6.82898 -0.090 -0.373 0.019 0.1044
H 0.72329 -1.16479 10.48651 -0.323 0.637 -0.680 0.0870
H -0.71594 -0.41005 9.66537 0.440 0.157 0.115 0.0736
H -3.60179 0.33909 3.21494 -0.007 0.224 0.173 0.1020
H -0.25602 -6.60883 -5.88705 -0.067 0.206 -0.007 0.1031
H 0.50709 4.69166 -1.85344 0.342 -0.295 0.073 0.1053
H 3.94830 1.07680 -1.92608 -0.163 0.234 -0.036 0.0983
H -2.01663 2.11851 2.51157 0.109 -0.320 0.247 0.1204
H -2.98969 -2.39126 1.23938 0.172 -0.004 -0.299 0.0977
H -3.43770 -3.87198 -6.82212 0.167 -0.050 0.052 0.1036
H 4.30193 3.09231 -0.49817 -0.357 0.001 -0.192 0.1053
H -1.27010 0.53977 2.76502 -0.157 0.234 0.217 0.0816
H 2.90278 0.23219 -8.73873 0.033 0.202 0.288 0.1038
H 4.17152 0.54649 4.41525 -0.485 0.270 0.283 -0.0724
H -1.65600 -0.56558 -4.37571 0.435 0.142 -0.196 0.0700
H 3.66463 2.59804 -8.88885 -0.011 -0.070 0.148 0.0990
H 2.27713 -0.71424 -6.54135 0.000 0.032 0.021 0.0976
H -2.53413 -0.66391 7.09653 0.407 -0.106 -0.269 0.1029
H -2.00526 1.47199 7.94094 -0.153 0.147 -0.261 0.1033
H -3.10887 2.98802 5.49480 0.419 -0.158 0.236 0.0974
H -0.09961 2.88495 6.01723 -0.378 -0.263 -0.400 0.1161
H 3.80955 0.35473 6.14065 -0.321 0.100 -0.096 -0.0590
H 0.81231 -4.87745 -4.46739 -0.157 0.043 -0.025 0.0962
H 0.92334 0.38787 9.52081 -0.361 -0.573 -0.055 0.0851
H -2.14197 3.54914 6.83983 -0.198 -0.057 -0.159 0.1064
H -2.39867 -6.11850 -7.04624 0.096 0.154 0.110 0.1029
```
Forces are in eV/Å.

- calculated total energy (eV) = -62520.894
- ΔE to the lowest compared entry with this formula, charge and spin (kcal/mol) = 12.44
- lowest unoccupied orbital energy (eV) = -0.789

Record 5
ORCA calculation (ωB97M-V/def2-TZVPD) on a cluster of 5 separate species, C14H42N3O5PS4 in total at a distorted geometry.

Structure (XYZ):
```
69
Properties=species:S:1:pos:R:3:forces:R:3:nbo_charge:R:1
S 10.64233 -10.56919 -11.12192 -0.770 -0.415 -0.126 1.2080
S 14.91796 -11.66468 -10.16016 -0.084 0.375 -1.644 1.1521
S 14.53478 -12.05428 -14.52322 2.536 -1.013 -3.213 1.1815
S 16.23896 -17.81438 -10.72795 0.933 -0.597 1.005 1.1294
P 16.26812 -7.54995 -6.70018 -0.882 4.151 -1.142 2.3793
O 11.50876 -9.39671 -10.82007 0.036 -0.259 -0.569 -0.9715
O 16.81241 -8.83888 -6.22660 -0.560 0.296 -0.054 -1.0850
O 17.69364 -18.10576 -10.20625 -2.898 1.054 -1.873 -0.9391
O 15.34735 -12.89768 -10.96787 -0.383 0.836 1.879 -0.9961
O 14.77855 -12.50596 -16.03379 -0.698 1.330 3.386 -0.9626
N 14.57769 -7.26943 -6.60762 -0.751 -0.379 -0.825 -0.8175
N 16.65381 -7.15322 -8.29066 0.266 -0.740 0.741 -0.8286
N 16.88699 -6.05940 -6.01124 -1.533 -1.647 -0.190 -0.7856
C 16.19933 -12.09853 -13.76814 1.348 0.454 0.291 -0.8298
C 15.97059 -11.27307 -8.67413 -1.085 -1.019 0.449 -0.7936
C 17.49256 -8.12611 -9.01409 -0.515 0.926 0.873 -0.4022
C 16.34716 -5.68046 -4.66644 0.907 -0.199 -1.770 -0.4236
C 14.11503 -13.56042 -13.74939 -1.896 -0.485 -0.216 -0.8423
C 13.72496 -6.48199 -7.57152 1.254 0.794 0.810 -0.4097
C 18.30380 -5.87861 -6.15608 0.489 -0.326 0.731 -0.4135
C 16.08385 -16.22390 -11.67174 1.405 -0.688 -0.191 -0.8066
C 9.01579 -9.92453 -11.64560 0.586 -0.400 -0.152 -0.8074
C 15.90482 -18.99197 -12.12130 1.050 0.547 0.407 -0.8052
C 13.19019 -11.97372 -9.55001 0.452 -0.450 1.154 -0.8095
C 13.76125 -7.74012 -5.47590 1.390 -0.928 -1.550 -0.4042
C 11.07284 -11.41309 -12.71777 0.592 -0.263 0.240 -0.8462
C 16.49060 -5.87115 -8.94108 -0.640 0.112 -0.019 -0.3999
H 18.57176 -4.88539 -6.51637 -0.038 0.202 0.160 0.1882
H 18.67119 -6.06054 -5.14612 1.024 0.227 -0.139 0.1846
H 10.20443 -11.72561 -13.29768 -0.108 0.575 -0.017 0.2369
H 14.77618 -14.33981 -14.12823 0.207 0.132 0.493 0.2456
H 16.68066 -19.72036 -11.88546 -0.244 -0.329 -0.218 0.2534
H 16.93158 -11.50989 -14.32078 -0.408 0.066 -0.511 0.2359
H 16.82960 -8.94879 -9.28201 0.878 -0.212 -0.389 0.1962
H 17.02983 -11.20306 -8.92153 -0.295 0.064 -0.536 0.2550
H 8.61590 -9.38033 -10.79001 0.054 0.138 -0.255 0.2414
H 11.58213 -12.35338 -12.50668 0.000 -0.055 0.549 0.2258
H 18.28967 -8.34532 -8.30369 0.145 -0.976 -0.456 0.2080
H 15.12389 -16.02649 -12.14882 -0.319 -0.335 0.691 0.2357
H 16.14448 -18.52998 -13.07902 -0.096 -0.017 0.018 0.2210
H 15.43189 -5.14561 -4.92004 -0.289 -0.304 0.937 0.2101
H 9.15489 -9.33349 -12.55082 -0.089 0.287 0.236 0.2339
H 15.54823 -5.89961 -9.48809 0.230 0.288 -0.641 0.1848
H 13.27757 -6.92835 -4.93259 0.367 -0.108 0.409 0.1883
H 13.00854 -8.40100 -5.90575 -0.331 -0.033 0.304 0.1859
H 12.49617 -12.31367 -10.31869 0.807 -0.148 -0.495 0.2343
H 13.82598 -6.65173 -8.64348 0.392 -0.455 0.236 0.2126
H 12.67616 -11.10562 -9.13736 0.683 0.403 0.038 0.2556
H 16.59782 -13.11011 -13.69063 -0.387 -0.243 -0.615 0.2284
H 13.98097 -13.40463 -12.67894 0.588 -0.376 0.032 0.2610
H 12.65786 -6.52690 -7.35382 0.131 -0.705 0.354 0.2086
H 15.58566 -10.32444 -8.29992 0.052 0.081 -0.172 0.2468
H 13.13404 -13.77142 -14.17508 -0.218 -0.250 0.034 0.2232
H 15.88739 -11.97786 -7.84681 -0.153 -0.267 -0.143 0.2341
H 14.90498 -19.42601 -12.11692 0.106 0.211 0.242 0.2336
H 16.77849 -16.30844 -12.50746 0.338 0.158 0.062 0.2182
H 11.82973 -10.86922 -13.28294 -0.439 0.528 -0.119 0.2524
H 14.50217 -8.38315 -5.00087 -0.655 0.085 1.286 0.2204
H 8.37480 -10.77345 -11.88343 0.010 -0.056 0.123 0.2267
H 16.30724 -6.59226 -4.07052 -0.663 0.274 0.446 0.1973
H 16.34273 -11.77824 -12.73617 -1.023 0.372 0.041 0.2561
H 13.21927 -12.74250 -8.77785 0.042 -0.115 0.004 0.2261
H 17.34702 -5.70527 -9.59464 -0.184 0.110 -0.145 0.1935
H 16.41136 -15.43586 -10.99363 -0.290 0.054 -0.136 0.2583
H 17.93897 -7.60218 -9.85927 -0.183 -0.410 -0.181 0.2002
H 17.06684 -5.00578 -4.20278 -0.200 0.109 0.038 0.2023
H 16.39815 -4.99931 -8.29344 0.213 -0.320 0.471 0.2174
H 18.78184 -6.59581 -6.82331 -0.179 -0.095 -0.015 0.2043
H 13.97166 -5.44168 -7.35944 -0.026 0.380 -0.451 0.1872
```
Forces are in eV/Å.

- calculated total energy (eV) = -82531.624
- ΔE to the lowest compared entry with this formula, charge and spin (kcal/mol) = 50.40
- lowest unoccupied orbital energy (eV) = 0.273

Number 1: HOMO level -10.33 eV. Number 2: HOMO level -13.70 eV. Number 3: HOMO level -8.05 eV. Number 4: HOMO level -6.99 eV. Number 5: HOMO level -8.65 eV.